Entry 1:
The following is a quantum chemistry calculation of C24H44Cl2FN4NaO8PV as an isolated structure at a distorted geometry, from the Open Molecules 2025 dataset.

Atoms and positions in Å:
C (2.508, -5.293, -0.233)
C (2.973, -3.805, -0.708)
C (4.469, -3.510, -1.076)
C (4.810, -2.039, -1.473)
C (3.753, -0.850, -1.562)
C (4.324, 0.567, -1.993)
C (4.545, 1.392, -0.592)
C (3.438, 1.368, -3.068)
C (2.240, -1.122, -1.228)
O (1.337, -0.011, -1.386)
C (0.504, 0.305, -0.224)
C (-0.882, 0.927, -0.854)
C (-1.121, 0.131, -2.227)
O (-0.644, 2.349, -0.997)
C (-1.801, 3.090, -1.455)
C (-1.623, 4.612, -0.899)
O (-2.540, 5.459, -1.046)
N (-0.378, 5.095, -0.238)
C (0.557, 5.641, -1.226)
O (0.074, 6.428, -2.087)
F (1.945, 5.396, -1.274)
C (-3.238, 2.455, -1.131)
N (-3.286, 1.513, 0.037)
C (-4.547, 0.657, 0.082)
C (-4.722, -0.356, -1.134)
C (-4.129, -1.839, -0.886)
N (-4.593, -2.757, -2.008)
C (-2.017, 0.728, 0.267)
P (-1.251, 1.329, 1.936)
N (-0.652, 0.119, 2.811)
C (1.889, -2.610, -0.804)
H (1.590, -5.139, 0.484)
H (3.340, -5.733, 0.438)
H (2.304, -6.048, -1.092)
H (5.298, -4.312, -1.060)
H (5.911, -1.831, -1.755)
H (5.373, 0.434, -2.465)
H (4.629, 0.588, 0.232)
H (3.557, 2.027, -0.368)
H (5.518, 1.989, -0.575)
H (2.727, 0.722, -3.683)
H (2.770, 2.099, -2.461)
H (4.132, 2.035, -3.688)
H (0.206, -0.592, 0.405)
H (1.098, 1.104, 0.370)
H (-1.040, -1.017, -2.091)
H (-0.483, 0.508, -3.108)
H (-2.215, 0.319, -2.535)
H (-1.718, 3.187, -2.609)
H (0.046, 4.382, 0.375)
H (-3.929, 3.343, -0.848)
H (-3.659, 2.037, -2.102)
H (-3.378, 2.131, 0.878)
H (-4.471, 0.061, 1.071)
H (-5.482, 1.323, 0.140)
H (-4.327, -0.007, -2.145)
H (-5.864, -0.501, -1.279)
H (-2.977, -1.764, -1.034)
H (-4.421, -2.221, 0.150)
H (-4.182, -3.685, -1.759)
H (-4.011, -2.467, -2.825)
H (-2.171, -0.394, 0.410)
H (-2.266, 2.003, 2.733)
H (-0.286, 2.354, 1.614)
H (0.349, 0.353, 2.922)
H (0.784, -2.900, -0.545)
C (-2.321, -0.161, 6.177)
C (-1.270, -1.108, 6.720)
O (-1.508, -2.428, 6.248)
H (-3.321, -0.481, 6.482)
H (-2.151, 0.857, 6.537)
H (-2.306, -0.155, 5.083)
H (-1.300, -1.128, 7.812)
H (-0.267, -0.800, 6.409)
H (-1.471, -2.403, 5.283)
Cl (2.841, 3.105, 0.388)
O (-6.976, 1.660, -1.355)
V (-7.802, 3.054, -0.680)
O (-8.594, 4.439, 0.022)
Cl (1.927, -1.665, 1.198)
Na (0.713, -4.613, -1.624)
C (7.819, -3.595, -0.081)
O (7.700, -3.825, -1.382)
H (7.321, -2.685, 0.321)
H (7.425, -4.369, 0.608)
H (8.845, -3.463, 0.315)

LUMO level ... -4.773 eV

---

Entry 2:
The following is a quantum chemistry calculation of C21H43N2PbS3SeSi3 as an isolated structure at a distorted geometry, from the Open Molecules 2025 dataset.

Atoms and positions in Å:
Pb (10.210, -2.043, 13.649)
C (7.932, -3.579, 9.785)
C (7.771, -4.930, 10.376)
S (9.088, -5.151, 11.642)
C (8.052, -6.223, 12.763)
C (6.836, -5.543, 13.349)
S (7.293, -3.981, 14.173)
C (6.269, -2.694, 13.399)
C (6.150, -2.668, 11.869)
S (7.598, -2.159, 10.955)
H (8.988, -3.365, 9.499)
H (7.338, -3.347, 8.902)
H (6.845, -5.135, 10.817)
H (7.994, -5.705, 9.611)
H (7.627, -7.047, 12.146)
H (8.754, -6.531, 13.538)
H (6.061, -5.394, 12.619)
H (6.468, -6.255, 14.114)
H (5.235, -2.734, 13.705)
H (6.644, -1.765, 13.735)
H (5.744, -3.582, 11.501)
H (5.451, -1.841, 11.624)
C (9.182, -2.116, 17.030)
Si (10.618, -0.960, 17.305)
C (10.147, 0.751, 17.776)
C (11.793, -1.532, 18.627)
N (11.378, -0.814, 15.635)
C (12.356, -0.089, 15.239)
C (13.317, 0.593, 16.121)
C (14.164, 1.493, 15.709)
C (14.077, 2.047, 14.366)
C (13.365, 1.433, 13.420)
C (12.558, 0.195, 13.744)
N (12.002, -0.617, 12.925)
Si (11.965, -0.262, 11.130)
C (13.828, -0.356, 10.483)
C (10.927, 1.291, 10.904)
C (11.110, -1.742, 10.406)
H (8.461, -2.046, 17.875)
H (9.490, -3.192, 16.956)
H (8.515, -1.884, 16.238)
H (9.329, 0.784, 18.501)
H (9.638, 1.325, 17.011)
H (10.898, 1.573, 17.875)
H (11.850, -2.572, 18.912)
H (11.752, -0.886, 19.518)
H (12.769, -1.294, 18.190)
H (13.423, 0.163, 17.068)
H (14.827, 1.983, 16.383)
H (14.719, 2.928, 14.188)
H (13.463, 1.683, 12.363)
H (14.182, -1.480, 10.460)
H (14.539, 0.174, 11.120)
H (13.933, -0.001, 9.453)
H (11.427, 2.230, 10.921)
H (10.217, 1.444, 11.709)
H (10.326, 1.257, 9.982)
H (11.469, -2.772, 10.666)
H (11.141, -1.606, 9.305)
H (10.069, -1.711, 10.659)
C (14.032, -6.245, 14.639)
Si (13.705, -4.427, 14.074)
C (14.710, -3.139, 14.918)
C (13.990, -4.302, 12.241)
Se (11.406, -4.190, 14.434)
H (15.112, -6.490, 14.550)
H (13.387, -6.882, 13.960)
H (13.724, -6.493, 15.663)
H (14.112, -2.260, 15.241)
H (15.523, -2.885, 14.221)
H (15.231, -3.471, 15.817)
H (15.054, -4.446, 11.919)
H (13.731, -3.359, 11.713)
H (13.435, -5.117, 11.737)

LUMO level ... -4.348 eV
Total charge ... +1

---

Entry 3:
The following is a quantum chemistry calculation of the molecule C6H7N, from the Open Molecules 2025 dataset.

Atoms and positions in Å:
C (-0.072, 1.977, 0.278)
C (-0.398, 0.528, 0.627)
C (-0.975, -0.264, -0.594)
C (-0.179, -1.506, -0.603)
N (0.295, -2.574, -0.816)
C (0.769, -0.308, 0.990)
C (1.550, -1.271, 0.991)
H (0.680, 2.021, -0.517)
H (-0.970, 2.511, -0.051)
H (0.334, 2.488, 1.154)
H (-1.139, 0.507, 1.434)
H (-2.043, -0.496, -0.516)
H (-0.809, 0.266, -1.541)
H (1.212, -2.540, -0.067)

LUMO level ... 0.067 eV
Energy relative to the best compared isomer or geometry (same formula, charge and spin) ... 140.2 kcal/mol

---

Entry 4:
The following is a quantum chemistry calculation of C13H10N3O4S5W as an isolated structure, from the Open Molecules 2025 dataset.

Atoms and positions in Å:
W (-0.984, 0.788, -0.229)
C (2.141, 1.370, -2.499)
C (2.146, 1.273, -1.020)
N (1.104, 1.052, -0.199)
C (1.606, 1.055, 1.110)
C (2.939, 1.268, 1.074)
N (3.237, 1.400, -0.261)
C (4.103, 1.334, 2.033)
O (3.870, 1.275, 3.327)
O (5.181, 1.452, 1.534)
C (0.662, 0.795, 2.183)
O (0.807, 0.846, 3.347)
O (-0.588, 0.472, 1.568)
H (1.138, 1.235, -2.894)
H (2.802, 0.615, -2.929)
H (2.513, 2.345, -2.819)
H (4.196, 1.561, -0.571)
H (2.935, 1.184, 3.565)
S (-1.782, 1.355, -2.375)
S (-2.404, 3.196, -2.714)
S (-2.532, 4.104, -0.899)
S (-1.572, 2.970, 0.380)
S (-0.530, -3.573, -1.531)
C (-0.095, -1.976, -1.778)
N (-0.834, -1.091, -1.116)
C (-1.833, -1.727, -0.374)
C (-2.771, -1.043, 0.388)
C (-3.655, -1.776, 1.152)
C (-3.621, -3.179, 1.087)
C (-2.720, -3.864, 0.289)
C (-1.803, -3.107, -0.445)
H (0.728, -1.698, -2.422)
H (-2.912, 0.056, 0.361)
H (-4.398, -1.284, 1.766)
H (-4.341, -3.739, 1.669)
H (-2.735, -4.945, 0.239)

LUMO level (alpha / beta) ... -13.004 / -12.992 eV
Total charge ... +3
Energy relative to the best compared isomer or geometry (same formula, charge and spin) ... 24.2 kcal/mol

---

Entry 5:
The following is a quantum chemistry calculation of C5H8O2 as an isolated structure at a distorted geometry, from the Open Molecules 2025 dataset.

Atoms and positions in Å:
C (-1.084, -0.071, -0.541)
C (-0.257, 1.001, 0.037)
C (1.219, 0.629, -0.230)
C (1.186, -0.794, -0.074)
C (-0.226, -0.821, 0.586)
H (-2.135, 0.464, 0.802)
H (-0.962, -0.504, -1.542)
H (-0.499, 2.036, -0.165)
H (1.710, 1.096, 0.561)
H (1.208, 0.922, -1.263)
H (0.967, -1.307, -1.091)
H (2.070, -1.173, 0.459)
H (-0.505, -1.686, 1.227)
O (-2.392, -0.153, -0.113)
O (-0.300, 0.362, 1.345)

LUMO level ... 0.986 eV
Energy relative to the best compared isomer or geometry (same formula, charge and spin) ... 92.4 kcal/mol

---

Entry 6:
The following is a quantum chemistry calculation of the molecule C7H5F3N2O at a distorted geometry, from the Open Molecules 2025 dataset.

Atoms and positions in Å:
O (1.933, 1.798, -0.245)
C (1.912, 0.530, -0.141)
N (0.972, -0.346, 0.213)
C (-0.309, -0.106, 0.003)
C (-0.955, 1.149, 0.151)
C (-2.356, 1.031, 0.060)
C (-3.039, -0.170, 0.115)
C (-2.350, -1.311, -0.163)
N (-0.995, -1.224, -0.183)
C (3.296, -0.239, 0.059)
F (3.929, 0.035, 1.161)
F (3.159, -1.673, -0.091)
F (4.051, 0.226, -0.982)
H (1.172, -1.389, 0.078)
H (-0.472, 2.090, 0.054)
H (-2.845, 1.978, 0.007)
H (-4.207, -0.191, 0.232)
H (-2.896, -2.190, -0.327)

SMILES ... O=C(Nc1ccccn1)C(F)(F)F
LUMO level ... 0.162 eV
Energy relative to the best compared isomer or geometry (same formula, charge and spin) ... 13.5 kcal/mol